#1
# C3H9OS

A 2-piece molecular cluster, C3H9OS overall (wB97M-V/def2-TZVPD, the Open Molecules 2025 dataset).

The value obtained for the gap between HOMO and LUMO is 6.7636 eV. As for the molecular weight: 93.2 u. Its spin multiplicity is 1. The net charge is -1.

CARTESIAN COORDINATES (ANGSTROEM)
S: -0.41 -1.14 -0.61
O: 2.29 0.27 -0.50
C: 1.84 0.78 0.88
C: -1.48 -0.23 0.56
C: -1.98 1.18 0.05
H: 1.16 1.61 0.70
H: 2.69 1.16 1.29
H: -2.72 1.09 -0.78
H: -2.40 1.63 0.93
H: 1.37 -0.06 1.40
H: -2.18 -0.78 1.12
H: -0.74 0.19 1.26
H: -1.03 1.56 -0.41
H: 1.77 -0.61 -0.60


#2
# C3H9OS

A 2-piece molecular cluster, C3H9OS overall (wB97M-V/def2-TZVPD, the Open Molecules 2025 dataset).

The value obtained for the gap between HOMO and LUMO is 6.6879 eV. As for the molecular weight: 93.2 u. Its spin multiplicity is 1. The net charge is -1.

CARTESIAN COORDINATES (ANGSTROEM)
S: -0.15 0.81 2.01
O: -0.56 3.52 -0.28
C: 0.20 -2.21 -0.38
C: 0.67 0.23 0.43
C: -0.25 -0.73 -0.36
H: -0.27 -2.76 0.44
H: -0.98 2.67 -0.48
H: 1.24 -2.25 -0.08
H: -0.46 -0.37 -1.38
H: 0.05 -2.70 -1.34
H: 0.80 1.11 -0.18
H: 1.62 -0.18 0.76
H: -1.21 -0.71 0.16
H: -0.70 3.57 0.67


#3
# C3H9OS

A 2-piece molecular cluster, C3H9OS overall (wB97M-V/def2-TZVPD, the Open Molecules 2025 dataset).

The value obtained for the gap between HOMO and LUMO is 6.3335 eV. As for the molecular weight: 93.2 u. Its spin multiplicity is 1. The net charge is -1.

CARTESIAN COORDINATES (ANGSTROEM)
S: 1.79 2.37 0.11
O: 0.56 -1.00 1.65
C: -0.55 -2.09 -0.10
C: 0.28 2.25 -0.81
C: -0.19 -0.70 0.48
H: -0.69 2.34 -0.19
H: 0.27 -2.51 -0.67
H: 1.00 -0.21 2.01
H: -1.02 -0.03 0.64
H: -0.74 -2.61 0.84
H: 0.28 2.98 -1.57
H: 0.36 -0.04 -0.15
H: -1.41 -2.03 -0.80
H: 0.07 1.28 -1.44


Name the least stable of them. #1.


#1
# CH3NO2P

CH3NO2P as an isolated structure (wB97M-V/def2-TZVPD, the Open Molecules 2025 dataset).

The value obtained for the gap between HOMO and LUMO is 8.2821 eV. As for the molecular weight: 92.0 u. Its spin multiplicity is 1. The net charge is -1.

CARTESIAN COORDINATES (ANGSTROEM)
P: 0.71 0.02 -1.23
O: -0.74 0.91 1.92
O: 0.78 0.56 0.30
N: -1.23 -0.25 0.03
C: -0.46 0.36 0.86
H: -2.22 -0.33 0.22
H: 2.13 0.24 -1.13
H: 1.04 -1.52 -0.98


#2
# CH3NO2P

A 2-piece molecular cluster, CH3NO2P overall (wB97M-V/def2-TZVPD, the Open Molecules 2025 dataset).

The value obtained for the gap between HOMO and LUMO is 5.2925 eV. As for the molecular weight: 92.0 u. Its spin multiplicity is 1. The net charge is -1.

CARTESIAN COORDINATES (ANGSTROEM)
P: 1.22 -0.04 0.49
O: -1.97 0.58 -0.76
O: -2.34 -0.23 1.32
N: 1.00 0.40 -1.07
C: -2.13 0.24 0.31
H: 0.34 -1.20 0.56
H: 2.36 -0.96 0.38
H: 1.52 1.20 -1.22


Name the least stable of them. #2.


#1
# H9NO3

A 4-piece molecular cluster, H9NO3 overall (wB97M-V/def2-TZVPD, the Open Molecules 2025 dataset).

Its SMILES is N.O.O.O. The value obtained for the gap between HOMO and LUMO is 11.0979 eV. As for the molecular weight: 71.1 u. Its spin multiplicity is 1.

CARTESIAN COORDINATES (ANGSTROEM)
O: -1.89 0.45 -1.94
O: -0.68 1.84 2.87
O: 0.43 -0.75 1.96
N: 0.98 -0.94 -1.82
H: 1.11 -1.00 -2.81
H: -1.56 1.28 -2.27
H: -1.13 -0.10 -1.73
H: 1.05 -1.90 -1.48
H: 0.75 -0.87 1.04
H: -0.36 2.73 2.70
H: -0.12 -1.55 2.21
H: -0.12 1.15 2.52
H: 1.55 -0.33 -1.26


#2
# H9NO3

A 4-piece molecular cluster, H9NO3 overall (wB97M-V/def2-TZVPD, the Open Molecules 2025 dataset).

Its SMILES is N.O.O.O. The value obtained for the gap between HOMO and LUMO is 11.1932 eV. As for the molecular weight: 71.1 u. Its spin multiplicity is 1.

CARTESIAN COORDINATES (ANGSTROEM)
O: 1.69 1.18 -1.21
O: -4.17 1.22 -0.40
O: -1.38 -1.29 0.40
N: 3.01 -0.94 0.75
H: 2.56 -1.65 0.19
H: -1.16 -0.36 0.50
H: 2.52 -0.89 1.63
H: -4.41 1.23 -1.33
H: 2.59 1.52 -1.33
H: -4.78 1.87 -0.02
H: 3.99 -1.10 0.87
H: 1.88 0.54 -0.49
H: -2.34 -1.32 0.43


Name the least stable of them. #1.


#1
# C4H5NS

One molecule with the formula C4H5NS (wB97M-V/def2-TZVPD, the Open Molecules 2025 dataset).

Its SMILES is S[C@@H]1C=CC=N1. The value obtained for the gap between HOMO and LUMO is 9.3062 eV. As for the molecular weight: 99.2 u. Its spin multiplicity is 1.

CARTESIAN COORDINATES (ANGSTROEM)
S: 2.27 0.13 -0.21
N: -0.01 1.45 0.13
C: 0.67 0.35 0.75
C: -0.15 -0.87 0.47
C: -1.10 -0.50 -0.37
C: -0.98 0.94 -0.51
H: 1.10 0.86 1.67
H: -1.62 1.50 -1.21
H: -1.84 -1.08 -0.70
H: 1.62 -0.89 -0.81
H: 0.04 -1.90 0.79


#2
# C4H5NS

One molecule with the formula C4H5NS (wB97M-V/def2-TZVPD, the Open Molecules 2025 dataset).

Its SMILES is C=C=C=[N+](C)[S-]. The value obtained for the gap between HOMO and LUMO (spin up / spin down) is 7.0926 / 7.0952 eV. As for the molecular weight: 99.2 u. Its spin multiplicity is 1.

CARTESIAN COORDINATES (ANGSTROEM)
S: -2.04 1.18 0.58
N: -0.98 -0.08 0.11
C: 0.20 0.14 -0.23
C: 1.29 0.87 -0.12
C: -1.55 -1.37 -0.02
C: 2.49 1.32 -0.13
H: 3.35 0.78 -0.41
H: -1.48 -1.87 0.96
H: -1.21 -2.10 -0.80
H: -2.67 -1.19 -0.16
H: 2.61 2.30 0.21


Name the least stable of them. #2.


#1
# C4H5NS

A 2-piece molecular cluster, C4H5NS overall (wB97M-V/def2-TZVPD, the Open Molecules 2025 dataset).

The value obtained for the gap between HOMO and LUMO (spin up / spin down) is 8.0444 / 8.0441 eV. As for the molecular weight: 99.2 u. Its spin multiplicity is 1.

CARTESIAN COORDINATES (ANGSTROEM)
S: -0.39 -1.98 -2.14
N: -0.39 0.70 -1.46
C: -0.11 -0.89 0.84
C: 0.62 1.15 2.16
C: -0.30 -0.49 -1.25
C: 0.19 0.05 1.60
H: -0.63 1.26 -2.26
H: -0.77 -1.76 0.85
H: 0.12 2.05 2.23
H: 0.11 -1.43 -3.41
H: 1.55 1.33 2.84


#2
# C4H5NS

One molecule with the formula C4H5NS (wB97M-V/def2-TZVPD, the Open Molecules 2025 dataset).

Its SMILES is CC#C/C=N/S. The value obtained for the gap between HOMO and LUMO is 8.4396 eV. As for the molecular weight: 99.2 u. Its spin multiplicity is 1.

CARTESIAN COORDINATES (ANGSTROEM)
S: -3.83 0.06 -0.09
N: -2.22 -0.66 0.10
C: 0.03 0.04 -0.07
C: -1.32 0.31 -0.01
C: 2.74 -0.07 -0.07
C: 1.21 -0.31 -0.25
H: 3.14 0.95 -0.47
H: -4.76 -1.00 -0.15
H: 3.00 0.29 1.13
H: 3.53 -1.02 -0.16
H: -1.53 1.40 0.04


#3
# C4H5NS

One molecule with the formula C4H5NS (wB97M-V/def2-TZVPD, the Open Molecules 2025 dataset).

The value obtained for the gap between HOMO and LUMO (spin up / spin down) is 7.3520 / 8.0286 eV. As for the molecular weight: 99.2 u. Its spin multiplicity is 1.

CARTESIAN COORDINATES (ANGSTROEM)
S: 1.38 1.37 -2.46
N: 0.67 -0.04 -1.83
C: 0.46 1.51 1.22
C: 0.58 0.41 0.57
C: 1.11 -0.48 -0.47
C: -0.86 1.20 0.67
H: 0.91 -1.52 -0.31
H: -1.19 1.57 -0.32
H: 2.22 -0.49 -0.31
H: -1.58 0.59 1.15
H: -0.31 0.13 -1.86


Name the least stable of them. #3.